The following is a DFT calculation (the ωB97M-V functional and the def2-TZVPD basis) of 2 unconnected molecules or ions with the total composition C6H15N2 at a distorted geometry.

The geometry in XYZ format:
```
23
C6H15N2, DFT the ωB97M-V functional and the def2-TZVPD basis
C -1.436 1.459 1.143
C -1.340 -0.152 1.193
C -0.401 -0.815 0.215
N 2.981 0.184 -1.161
C 1.670 0.283 -0.678
C 1.009 -0.621 0.150
C 1.935 -1.446 1.026
N -2.666 0.420 -2.011
H -0.818 1.911 1.949
H -2.514 1.788 1.271
H -2.355 -0.423 1.025
H -1.118 -0.458 2.263
H -1.946 0.382 -1.170
H -0.696 -1.788 -0.205
H 3.068 0.352 -2.245
H 3.562 0.866 -0.762
H 1.211 1.167 -1.114
H 1.449 -1.702 1.935
H 2.168 -2.355 0.440
H 2.882 -0.895 1.228
H -0.981 1.832 0.148
H -2.056 -0.114 -2.631
H -3.608 0.124 -2.008
```

Values from the calculation:
Strongest force on any atom, hartree/bohr: 0.10349
Net charge: +1
ΔE to the lowest compared entry with this formula, charge and spin, eV: 6.006
HOMO, eV: -13.41
Orbital gap, eV: 6.379


The following is a DFT calculation (the ωB97M-V functional and the def2-TZVPD basis) of a molecular structure, C5H9MgO4Tl at a distorted geometry.

The geometry in XYZ format:
```
20
C5H9MgO4Tl, DFT the ωB97M-V functional and the def2-TZVPD basis
O -0.553 2.571 -0.474
C 0.570 1.944 -0.182
C 0.654 0.606 0.035
O -0.615 0.039 0.329
C -0.938 -1.170 -0.351
C -2.412 -1.419 -0.159
O -3.106 -0.219 -0.522
C -4.516 -0.395 -0.643
Mg -2.084 1.492 0.042
H 1.506 2.515 -0.267
H -0.353 -2.008 0.055
H -0.698 -1.043 -1.418
H -2.649 -1.670 0.886
H -2.738 -2.243 -0.808
H -4.953 0.579 -0.885
H -4.726 -1.109 -1.450
H -4.930 -0.766 0.306
H 1.705 -0.146 -0.520
Tl 2.785 -0.122 1.219
O 3.215 -0.817 -0.417
```

Values from the calculation:
2S+1: 2
Strongest force on any atom, hartree/bohr: 0.13448
Net charge: +1
ΔE to the lowest compared entry with this formula, charge and spin, eV: 1.183
HOMO (alpha / beta), eV: -11.09 / -11.52
Orbital gap (alpha / beta), eV: 5.716 / 6.137


The following is a DFT calculation (the ωB97M-V functional and the def2-TZVPD basis) of 2 unconnected molecules or ions with the total composition C3H5NOS at a distorted geometry.

The geometry in XYZ format:
```
11
C3H5NOS, DFT the ωB97M-V functional and the def2-TZVPD basis
C 2.314 1.490 0.811
C -0.942 -1.926 -0.555
C -0.237 0.714 -0.391
N 2.698 0.442 0.615
O -0.366 1.908 0.233
S -1.608 -0.368 -0.108
H -0.062 -1.818 -1.235
H -1.808 -2.241 -1.265
H -0.977 -2.682 0.221
H 2.112 2.487 0.968
H -1.125 1.993 0.707
```

Values from the calculation:
Strongest force on any atom, hartree/bohr: 0.09233
ΔE to the lowest compared entry with this formula, charge and spin, eV: 4.262
HOMO, eV: -8.77
Orbital gap, eV: 9.213


The following is a DFT calculation (the ωB97M-V functional and the def2-TZVPD basis) of 2 unconnected molecules or ions with the total composition C5H10NO3.

The geometry in XYZ format:
```
19
C5H10NO3, DFT the ωB97M-V functional and the def2-TZVPD basis
O -2.809 0.352 -3.248
C -2.389 1.055 -2.340
N -1.631 0.631 -1.294
C -1.178 1.538 -0.265
C -1.249 -0.759 -1.179
H -2.596 2.151 -2.283
H -1.560 1.231 0.723
H -0.076 1.563 -0.223
H -1.545 2.555 -0.483
H -1.669 -1.317 -2.033
H -0.152 -0.871 -1.191
H -1.638 -1.200 -0.245
O 0.830 -0.698 2.083
O 2.295 -0.063 0.462
C 1.973 -0.600 1.557
C 3.135 -1.262 2.348
H 3.229 -2.312 2.022
H 4.091 -0.747 2.156
H 2.938 -1.247 3.433
```

Values from the calculation:
Strongest force on any atom, hartree/bohr: 0.01851
Net charge: -1
ΔE to the lowest compared entry with this formula, charge and spin, eV: 0.952
HOMO, eV: -4.28
Orbital gap, eV: 7.810


The following is a DFT calculation (the ωB97M-V functional and the def2-TZVPD basis) of C23H29N3O3 in the gas phase.

The geometry in XYZ format:
```
58
C23H29N3O3, DFT the ωB97M-V functional and the def2-TZVPD basis
C -2.441 1.311 2.716
C -3.174 1.372 1.388
C -3.521 -0.003 0.814
N -3.530 0.205 -0.631
C -3.599 -0.762 -1.578
O -3.452 -0.500 -2.763
C -3.866 -2.180 -1.112
C -3.081 -3.174 -1.968
C -1.563 -3.032 -1.810
C -1.212 -3.996 -0.668
N -2.260 -4.998 -0.777
C -3.372 -4.574 -1.441
O -4.413 -5.189 -1.544
C -3.047 1.525 -1.019
C -2.435 2.118 0.254
N -0.975 2.051 0.287
C -0.222 0.928 0.228
O -0.686 -0.198 0.139
C 1.257 1.152 0.280
C 2.214 0.560 1.343
C 3.119 1.335 0.341
C 4.596 1.485 0.392
C 5.184 2.740 0.490
C 6.566 2.871 0.538
C 7.372 1.745 0.487
C 6.793 0.486 0.388
C 5.414 0.358 0.340
C 2.065 2.472 0.377
C 2.272 0.681 -0.789
H -1.515 0.743 2.623
H -2.199 2.310 3.082
H -3.059 0.822 3.471
H -4.110 1.921 1.526
H -2.759 -0.729 1.097
H -4.494 -0.347 1.171
H -3.608 -2.306 -0.059
H -4.935 -2.384 -1.208
H -3.407 -3.081 -3.001
H -1.067 -3.357 -2.725
H -1.244 -2.014 -1.592
H -0.225 -4.442 -0.790
H -1.237 -3.490 0.303
H -2.303 -5.829 -0.211
H -2.322 1.431 -1.826
H -3.868 2.147 -1.385
H -2.661 3.181 0.318
H -0.478 2.921 0.366
H 2.141 0.978 2.348
H 2.306 -0.525 1.347
H 4.555 3.621 0.530
H 7.011 3.855 0.615
H 8.449 1.845 0.523
H 7.418 -0.396 0.347
H 4.964 -0.625 0.262
H 2.036 3.127 -0.496
H 1.987 3.025 1.315
H 2.367 -0.398 -0.910
H 2.251 1.208 -1.743
```

Values from the calculation:
Strongest force on any atom, hartree/bohr: 0.00249
ΔE to the lowest compared entry with this formula, charge and spin, eV: 2.826
HOMO, eV: -8.97
Orbital gap, eV: 9.319


The following is a DFT calculation (the ωB97M-V functional and the def2-TZVPD basis) of 4 unconnected molecules or ions with the total composition H8O4 at a distorted geometry.

The geometry in XYZ format:
```
12
H8O4, DFT the ωB97M-V functional and the def2-TZVPD basis
O -3.250 -33.092 -14.368
H -2.748 -33.747 -13.907
H -2.617 -32.330 -14.256
O -4.669 -33.191 -11.798
H -4.282 -33.029 -12.670
H -4.301 -32.531 -11.242
O 0.821 -32.422 -13.510
H 1.466 -33.143 -13.269
H -0.021 -32.507 -13.022
O -1.672 -30.883 -14.446
H -2.243 -30.271 -14.992
H -1.047 -31.231 -15.090
```

Values from the calculation:
SMILES: O.O.O.O
Strongest force on any atom, hartree/bohr: 0.03628
ΔE to the lowest compared entry with this formula, charge and spin, eV: 0.920
HOMO, eV: -10.97
Orbital gap, eV: 11.243


The following is a DFT calculation (the ωB97M-V functional and the def2-TZVPD basis) of a gas-phase ion, C5H13NO (charge +1) at a distorted geometry.

The geometry in XYZ format:
```
20
C5H13NO, DFT the ωB97M-V functional and the def2-TZVPD basis
C 1.326 -0.406 2.073
N 0.523 -0.579 0.905
C 0.466 0.387 -0.167
C -0.786 0.185 -1.007
C -2.114 0.183 -0.264
O -3.186 0.047 -1.173
C 1.745 0.275 -0.989
H 0.761 0.151 2.835
H 2.232 0.143 1.842
H 1.613 -1.363 2.498
H -0.317 -1.137 1.060
H 0.418 1.378 0.300
H -0.677 -0.744 -1.567
H -0.813 0.956 -1.782
H -2.294 1.164 0.180
H -2.167 -0.576 0.525
H -3.037 -0.726 -1.730
H 2.618 0.183 -0.344
H 1.753 -0.645 -1.562
H 1.936 1.125 -1.633
```

Values from the calculation:
2S+1: 2
Strongest force on any atom, hartree/bohr: 0.02584
Net charge: +1
ΔE to the lowest compared entry with this formula, charge and spin, eV: 1.011
HOMO (alpha / beta), eV: -14.26 / -14.25
Orbital gap (alpha / beta), eV: 11.211 / 6.446


The following is a DFT calculation (the ωB97M-V functional and the def2-TZVPD basis) of 2 unconnected molecules or ions with the total composition CH4O3 at a distorted geometry.

The geometry in XYZ format:
```
8
CH4O3, DFT the ωB97M-V functional and the def2-TZVPD basis
O -1.259 -0.717 0.331
C -1.063 0.353 0.860
O -0.250 1.300 0.402
H -1.510 0.660 1.808
H 0.297 0.863 -0.287
H 0.554 -1.041 -0.714
H 1.824 -0.852 -1.598
O 1.408 -0.565 -0.801
```

Values from the calculation:
SMILES: O=CO.O
Strongest force on any atom, hartree/bohr: 0.02843
ΔE to the lowest compared entry with this formula, charge and spin, eV: 0.004
HOMO, eV: -11.08
Orbital gap, eV: 11.817